A cluster of 3 separate species, C17H45N8O4P2 in total, computed with ωB97M-V/def2-TZVPD.

Each line ends with the Löwdin charge.
Geometry (Å):
H 3.59 1.77 0.54  0.084
N -2.66 -3.59 0.10  -0.311
C 5.04 5.79 -4.37  -0.458
C 1.28 0.72 -0.57  -0.106
H -4.66 -5.22 3.54  0.083
H -5.24 -5.87 2.00  0.082
N -0.57 1.29 2.07  -0.288
C -6.39 -4.25 -0.74  -0.122
C -1.92 -2.44 -0.41  -0.128
H 3.58 5.72 -2.86  0.073
C 4.64 2.13 -4.39  -0.297
H 3.52 0.04 0.23  0.075
C 5.00 1.77 -2.98  -0.484
C 1.64 1.54 4.23  -0.146
H -0.34 -0.82 1.90  0.065
H -4.94 -5.48 -2.32  0.077
H 1.63 1.57 -1.16  0.088
H -1.62 -0.26 2.98  0.085
H -5.79 -3.28 3.72  0.080
H 3.53 0.61 1.89  0.067
C 5.32 4.36 -4.78  -0.350
H 2.70 4.03 2.26  0.073
H -6.56 -3.38 -1.38  0.088
C 2.44 3.55 3.20  -0.144
P -4.30 -3.25 0.47  0.579
H 5.46 1.89 -5.09  0.098
H 5.47 4.35 -5.89  0.091
N 4.25 3.52 -4.36  -0.113
H -1.76 -4.00 1.99  0.088
H 0.19 0.67 -0.65  0.058
O 4.23 1.40 -2.12  0.050
H -2.16 -5.43 0.99  0.063
H 1.69 0.46 4.12  0.062
H -5.93 -2.16 2.36  0.073
H 3.36 3.47 3.80  0.077
C -5.86 -3.21 2.63  -0.135
H 3.78 1.49 -4.66  0.092
H 1.73 4.20 3.73  0.081
H 6.31 4.08 -4.34  0.097
O -4.36 -1.78 0.54  -0.279
C -1.71 1.51 1.18  -0.128
H 6.53 2.84 -2.52  0.076
H 1.70 -0.18 -1.00  0.081
H -6.79 -3.72 2.32  0.069
N 1.68 0.83 0.86  -0.275
C -4.51 -5.19 2.46  -0.127
N -4.67 -3.81 2.02  -0.293
C 3.16 0.83 0.89  -0.118
H 0.03 -0.16 3.49  0.041
H -1.04 -2.79 -0.97  0.086
N -4.96 -4.49 -0.49  -0.285
H -6.92 -4.08 0.20  0.060
H 0.67 1.82 4.66  0.085
C -0.61 -0.05 2.63  -0.132
C 4.64 5.98 -2.94  -0.073
H -4.18 -3.89 -2.40  0.088
N 1.92 2.21 2.97  -0.315
H 5.36 6.45 -6.08  0.020
H -2.64 1.34 1.73  0.080
H 4.79 7.01 -2.62  0.061
H -3.34 -5.24 -1.63  0.072
H 2.42 1.80 4.95  0.076
H 5.18 5.27 -2.31  0.061
H -2.52 -1.85 -1.10  0.075
H -3.52 -5.57 2.27  0.041
H -1.71 0.83 0.32  0.063
N 5.10 6.79 -5.15  0.090
O 6.36 1.90 -2.64  0.009
H -1.57 -1.77 0.38  0.056
O 0.47 3.49 1.36  -0.284
H -1.72 2.53 0.82  0.073
C -4.31 -4.78 -1.78  -0.120
H -0.81 -4.43 0.55  0.082
P 0.86 2.09 1.62  0.588
H -6.84 -5.12 -1.22  0.079
C -1.82 -4.39 0.97  -0.131

Its net charge is -1. The multiplicity is 1. The HOMO-LUMO gap is 4.473 eV.

A cluster of 3 separate species, C17H46IN7O4P3 in total, computed with ωB97M-V/def2-TZVPD.

Each line ends with the Löwdin charge.
Geometry (Å):
C 3.06 2.99 4.59  -0.150
H -5.22 -1.51 -0.37  0.067
H -3.69 -1.07 1.11  0.075
C 0.53 0.32 7.06  -0.142
H -3.68 -1.31 -4.27  0.060
N 1.21 0.32 3.08  -0.344
C -5.34 -1.76 -1.43  -0.125
O -2.27 -2.87 -2.70  -0.320
H -1.34 1.75 -5.09  0.064
H -1.92 0.98 -2.11  0.055
C -4.48 -1.69 -3.63  -0.149
H -2.00 -0.53 1.28  0.064
H -5.62 -2.82 -1.51  0.085
H 4.29 -1.11 -5.22  0.093
H 1.02 0.06 8.00  0.082
H -2.90 -4.33 0.82  0.088
H 5.12 2.65 -4.79  0.146
C -3.14 -3.87 -0.15  -0.111
C 2.12 3.07 -4.17  -0.193
H -0.40 1.16 1.97  0.066
H -2.96 -4.61 -0.93  0.087
N -2.82 -0.28 -0.67  -0.282
I 1.29 2.02 -7.53  0.690
H 2.57 -1.20 -3.45  0.121
C 3.38 3.55 -5.06  -0.465
N 2.82 1.55 4.46  -0.293
H 0.55 0.22 -3.28  0.104
H -6.20 -1.17 -1.77  0.086
H 4.11 3.21 4.78  0.081
H 1.64 4.01 -3.72  0.130
H 1.26 -1.72 3.64  0.060
P 1.07 1.19 4.56  0.755
C 0.94 0.21 -4.37  -0.310
C 3.75 1.00 3.47  -0.137
H -5.39 -1.16 -3.93  0.081
H -4.61 -2.76 -3.84  0.084
N 1.48 0.28 5.95  -0.325
H -4.21 -3.66 -0.10  0.059
H -0.89 0.59 -0.72  0.054
H -0.35 -1.14 3.16  0.081
N -0.73 2.56 -4.82  -0.137
H 2.58 2.47 -3.29  0.126
H 0.93 -1.45 1.97  0.068
H 2.74 3.52 3.68  0.071
P -2.54 -1.69 -1.75  0.728
H -0.34 -2.05 -0.12  0.060
H 1.10 2.10 1.96  0.074
O 3.50 4.76 -5.36  0.092
H -0.31 -0.36 6.91  0.081
N -2.36 -2.65 -0.34  -0.344
C 0.69 1.09 1.95  -0.154
C -0.95 -2.96 -0.07  -0.141
C 3.39 -0.39 -5.31  -0.012
H -0.82 -3.37 0.94  0.084
C 0.73 -1.05 2.97  -0.119
O -0.45 0.96 4.67  -0.311
H -3.32 0.63 1.15  0.098
H 2.49 3.39 5.43  0.080
H -0.55 -3.68 -0.79  0.081
O 4.40 2.63 -5.48  -0.008
H 2.95 -1.07 5.21  0.064
C -2.95 -0.33 0.78  -0.117
C -1.91 0.82 -1.03  -0.162
C 2.15 -1.00 5.95  -0.131
C 2.37 -0.50 -4.34  -0.195
H 3.40 0.31 -6.21  0.011
P 0.92 1.95 -5.09  0.569
H 3.59 1.43 2.48  0.075
H 1.45 -1.83 5.79  0.082
N -4.17 -1.46 -2.22  -0.326
H 3.69 -0.08 3.40  0.068
H 4.78 1.22 3.78  0.091
H -2.22 1.76 -0.56  0.086
H 0.19 -0.42 -4.97  0.112
H 0.99 0.63 1.00  0.068
H -0.92 3.37 -5.42  0.060
H 0.14 1.33 7.19  0.073
H 2.64 -1.17 6.92  0.085

Its net charge is +1. The multiplicity is 1. The HOMO-LUMO gap is 4.808 eV.

no.,F_max (hartree/bohr),HOMO level (eV),E_LUMO (eV)
1,0.080,-2.57,1.905
2,0.146,-9.66,-4.850